Entry from OMol25: 5 unconnected molecules or ions with the total composition C9H15F2N3O12 in a non-equilibrium geometry (ωB97M-V with the def2-TZVPD basis set).

## Properties
**E_HOMO (alpha / beta)**: -0.4767 / -0.4767 Ha
**LUMO level (alpha / beta)**: -7.7 / -10.6 eV
**Multiplicity**: 2
**Gap between HOMO and LUMO (alpha / beta)**: 5.32 / 2.36 eV
**Net charge**: +1

CARTESIAN COORDINATES (ANGSTROEM)
C -7.036 -3.926 18.986
C -8.246 -4.164 20.075
O -9.424 -4.254 19.269
C -9.094 -4.070 17.965
O -9.889 -4.199 17.083
O -7.731 -3.738 17.810
F -8.296 -3.088 20.906
H -6.506 -4.877 18.947
H -6.363 -3.102 19.224
H -8.039 -5.079 20.630
C -7.188 -5.437 23.849
C -6.811 -4.345 24.872
O -7.965 -4.372 25.674
C -8.966 -5.193 25.223
O -10.053 -5.351 25.822
O -8.638 -5.648 24.120
F -6.575 -3.187 24.289
H -6.803 -6.434 24.063
H -7.044 -5.209 22.793
H -5.899 -4.709 25.346
C -7.205 -8.390 19.432
N -5.750 -8.697 19.315
O -5.448 -9.701 18.637
O -4.936 -7.851 19.748
H -7.789 -9.306 19.346
H -7.481 -7.816 18.547
H -7.309 -7.858 20.378
C -11.212 0.353 21.699
N -9.756 -0.011 21.706
O -8.873 0.723 21.236
O -9.470 -1.015 22.303
H -11.396 1.078 22.492
H -11.685 -0.624 21.802
H -11.546 0.880 20.805
C -5.744 0.460 21.147
N -5.360 -0.790 20.409
O -4.735 -1.657 20.990
O -5.385 -0.761 19.124
H -4.945 0.814 21.799
H -6.679 0.165 21.622
H -5.864 1.219 20.374

=====

Entry from OMol25: a gas-phase ion, C9H15F7O2P (charge -1) (ωB97M-V with the def2-TZVPD basis set).

## Properties
**E_HOMO**: -0.1537 Ha
**LUMO level**: 3.3 eV
**Multiplicity**: 1
**Gap between HOMO and LUMO**: 7.46 eV
**Relative energy (zero: lowest compared OMol25 entry of this formula, charge and spin)**: 0.0 kcal per mole
**Net charge**: -1

CARTESIAN COORDINATES (ANGSTROEM)
C 3.784 -1.029 0.110
C 4.194 0.412 -0.028
O 5.080 0.778 -0.770
O 3.645 1.278 0.861
C 2.194 1.415 0.894
C 1.707 2.415 -0.164
C 0.539 1.963 -1.052
C -0.687 1.417 -0.303
P -0.785 -0.514 -0.261
C -2.651 -0.345 0.418
F -3.479 0.346 -0.446
F -2.664 0.380 1.605
C -3.430 -1.625 0.797
F -2.736 -2.332 1.719
F -4.630 -1.282 1.362
C -3.821 -2.615 -0.341
F -4.761 -3.464 0.108
F -2.800 -3.357 -0.758
F -4.330 -1.970 -1.393
H 2.731 -1.158 -0.141
H 4.380 -1.617 -0.583
H 3.939 -1.370 1.134
H 1.983 1.775 1.900
H 1.715 0.446 0.793
H 2.569 2.655 -0.793
H 1.427 3.340 0.347
H 0.882 1.238 -1.803
H 0.238 2.852 -1.620
H -1.586 1.785 -0.804
H -0.701 1.823 0.715
H -0.318 -0.547 1.145
H -0.890 -1.967 -0.227
H -1.324 -0.490 -1.634
H 0.584 -0.638 -0.785

=====

Entry from OMol25: a gas-phase ion, C9H15FIN2O3 (charge -1) in a non-equilibrium geometry (ωB97M-V with the def2-TZVPD basis set).

## Properties
**E_HOMO**: -0.1641 Ha
**LUMO level**: 2.5 eV
**Multiplicity**: 1
**Gap between HOMO and LUMO**: 7.00 eV
**Net charge**: -1
**SMILES**: NCCCCC[C@@H](C(=O)[O-])N(I)CC(=O)F

CARTESIAN COORDINATES (ANGSTROEM)
N -0.145 -3.444 2.443
C 0.213 -2.010 2.294
C 0.868 -1.654 0.921
C 1.511 -0.225 0.840
C 0.687 0.931 1.510
C -0.382 1.637 0.579
C -1.104 0.696 -0.446
C -2.522 1.314 -0.746
O -2.818 1.907 -1.797
O -3.391 1.155 0.197
N -0.309 0.344 -1.645
I -1.334 -0.904 -2.921
C 0.235 1.517 -2.338
C 1.000 1.095 -3.651
O 0.599 1.414 -4.711
F 2.159 0.342 -3.623
H -1.156 -3.472 2.585
H 0.020 -3.973 1.584
H 0.815 -1.690 3.186
H -0.745 -1.420 2.354
H 0.135 -1.876 0.103
H 1.706 -2.396 0.767
H 2.498 -0.270 1.382
H 1.774 -0.031 -0.231
H 1.435 1.728 1.787
H 0.176 0.653 2.460
H 0.096 2.542 0.137
H -1.190 2.022 1.258
H -1.303 -0.266 0.098
H 0.992 2.061 -1.707
H -0.520 2.270 -2.668

=====

Entry from OMol25: a single C9H15FINO molecule in a non-equilibrium geometry (ωB97M-V with the def2-TZVPD basis set).

## Properties
**E_HOMO**: -0.3499 Ha
**LUMO level**: 0.5 eV
**Multiplicity**: 1
**Gap between HOMO and LUMO**: 9.99 eV
**Relative energy (zero: lowest compared OMol25 entry of this formula, charge and spin)**: 46.6 kcal per mole
**SMILES**: CC(C)C1=N[C@](F)(I)O[C@H]1C(C)C

CARTESIAN COORDINATES (ANGSTROEM)
C -0.520 0.753 0.039
C -0.424 -0.576 0.766
C -2.293 -0.379 -0.513
C 1.069 2.053 -1.146
C -0.162 3.050 0.761
C 0.716 -2.833 1.187
C 0.620 -1.892 -1.057
C 0.465 1.762 0.251
C 0.871 -1.546 0.440
N -1.597 0.852 -0.653
O -1.714 -1.125 0.455
F -2.220 -1.138 -1.825
I -4.294 -0.007 0.072
H -0.213 -0.594 1.874
H 1.913 2.830 -0.963
H 0.162 2.366 -1.802
H 1.489 1.126 -1.771
H -0.402 3.696 -0.060
H 0.476 3.472 1.400
H -1.039 2.905 1.200
H -0.246 -3.109 1.040
H 0.768 -2.701 2.310
H 1.435 -3.494 0.680
H 1.396 -2.658 -1.239
H 0.906 -1.068 -1.797
H -0.330 -2.350 -1.236
H 1.350 1.496 0.771
H 1.820 -0.891 0.817

=====

Entry from OMol25: a single C9H15N molecule in a non-equilibrium geometry (ωB97M-V with the def2-TZVPD basis set).

## Properties
**E_HOMO**: -0.3005 Ha
**LUMO level**: 1.1 eV
**Multiplicity**: 1
**Gap between HOMO and LUMO**: 9.26 eV
**Relative energy (zero: lowest compared OMol25 entry of this formula, charge and spin)**: 121.1 kcal per mole
**SMILES**: CN1CC[C@H]2CC=C[C@H]1C2

CARTESIAN COORDINATES (ANGSTROEM)
C 2.502 -1.160 0.310
C 1.632 1.093 -0.369
C 0.260 1.880 -0.383
C -1.039 1.229 0.537
C -2.122 0.400 -0.317
C -2.124 -1.139 -0.216
C -0.920 -1.736 -0.301
C 0.076 -0.601 -0.180
C -0.300 0.169 1.229
H 2.275 -2.234 0.390
H 2.461 -0.686 1.272
H 3.580 -1.045 -0.238
H 2.389 1.253 -1.172
H 2.063 1.299 0.584
H -0.049 1.963 -1.352
H 0.557 2.885 0.019
H -1.618 2.015 1.099
H -3.109 0.833 0.154
H -1.913 0.667 -1.403
H -2.986 -1.870 -0.037
H -0.777 -2.747 -0.152
H -0.399 0.067 -0.991
H -0.856 -0.400 1.926
H 0.582 0.634 1.756
N 1.429 -0.492 -0.531

=====

Entry from OMol25: 2 unconnected molecules or ions with the total composition C9H15N2OS in a non-equilibrium geometry (ωB97M-V with the def2-TZVPD basis set).

## Properties
**E_HOMO**: -0.4217 Ha
**LUMO level**: -2.4 eV
**Multiplicity**: 1
**Gap between HOMO and LUMO**: 9.03 eV
**Relative energy (zero: lowest compared OMol25 entry of this formula, charge and spin)**: 52.9 kcal per mole
**Net charge**: +1

CARTESIAN COORDINATES (ANGSTROEM)
C 2.069 -1.808 1.181
C 1.412 -0.483 1.197
C 2.696 -2.105 0.070
C 1.332 0.016 -0.274
C -2.236 -1.066 0.212
C -2.184 -3.579 -0.105
C 0.462 3.097 0.532
C -1.107 2.597 -1.289
C 0.715 1.042 -0.866
N -2.323 -2.223 0.111
N -0.263 1.961 -0.135
O -2.167 0.096 0.229
S 2.333 -1.075 -1.301
H 2.120 -2.454 2.138
H 2.204 0.143 1.703
H 3.298 -2.945 -0.050
H -1.723 -3.988 0.759
H -3.152 -3.945 -0.380
H -1.577 -3.759 -0.975
H 0.590 2.781 1.556
H 1.469 3.207 0.139
H -0.037 4.036 0.320
H -1.902 3.339 -0.924
H -0.385 2.936 -2.039
H -1.939 1.910 -1.707
H 0.911 1.283 -1.939
H 0.379 -0.419 1.680
H -0.998 1.404 0.156

=====

Entry from OMol25: 2 unconnected molecules or ions with the total composition C9H15N3O in a non-equilibrium geometry (ωB97M-V with the def2-TZVPD basis set).

## Properties
**E_HOMO**: -0.3187 Ha
**LUMO level**: 0.6 eV
**Multiplicity**: 1
**Gap between HOMO and LUMO**: 9.29 eV
**Relative energy (zero: lowest compared OMol25 entry of this formula, charge and spin)**: 10.1 kcal per mole
**SMILES**: CC1(C)CCC=C1n1cncn1.O

CARTESIAN COORDINATES (ANGSTROEM)
C -3.697 0.450 -0.143
C -2.700 -0.997 1.054
C 1.735 -1.528 -0.164
C 1.770 -0.210 -0.920
C 0.284 -1.666 0.395
C 0.281 0.336 -0.912
C -0.470 -0.633 0.000
C -0.203 0.305 -2.359
C 0.197 1.691 -0.309
N -3.901 -0.519 0.769
N -2.417 0.591 -0.501
N -1.814 -0.321 0.230
O -0.717 -0.224 3.818
H -4.520 1.000 -0.472
H -2.517 -1.946 1.489
H 2.023 -2.368 -0.865
H 2.366 -1.636 0.746
H 2.483 0.482 -0.451
H 2.110 -0.355 -2.039
H -0.057 -2.442 1.102
H -0.579 0.306 4.575
H -1.276 0.472 -2.510
H -0.077 -0.703 -2.743
H 0.299 0.943 -3.102
H 0.460 1.636 0.780
H -0.893 1.991 -0.313
H 0.821 2.404 -0.835
H -1.446 -0.817 4.027

=====

Entry from OMol25: a single C9H15N3O2 molecule in a non-equilibrium geometry (ωB97M-V with the def2-TZVPD basis set).

## Properties
**E_HOMO (alpha / beta)**: -0.2055 / -0.3486 Ha
**LUMO level (alpha / beta)**: 0.8 / -2.8 eV
**Multiplicity**: 3
**Gap between HOMO and LUMO (alpha / beta)**: 6.41 / 6.73 eV
**Relative energy (zero: lowest compared OMol25 entry of this formula, charge and spin)**: 0.0 kcal per mole

CARTESIAN COORDINATES (ANGSTROEM)
C -0.953 -2.854 0.268
C 0.817 -1.473 1.055
C -1.682 -0.037 0.683
C -0.150 -2.537 1.446
C -0.716 -0.661 -0.419
C 2.092 -1.333 1.776
C 0.872 3.339 -0.792
C 0.124 2.044 -0.671
C -0.073 1.214 -1.919
N -1.317 -1.947 -0.544
N 0.590 -0.658 0.128
N -0.985 0.097 -1.639
O -2.791 0.469 0.142
O -1.440 -0.066 1.845
H -1.250 -3.939 0.071
H -0.790 -2.163 2.267
H 0.506 -3.352 1.495
H 2.681 -2.165 1.794
H 1.907 -1.029 2.757
H 2.716 -0.428 1.279
H 1.912 3.109 -1.221
H 0.572 4.153 -1.504
H 0.975 4.011 0.072
H -0.881 2.178 -0.362
H 0.575 1.504 0.134
H -0.726 1.858 -2.511
H 1.003 0.909 -2.273
H -0.870 -0.493 -2.462
H -2.717 0.249 -0.894

=====

Computed energy, in the same sequence as the records: -44030.50141 -41981.38123 -29517.67189 -23929.35587 -11061.21388 -25430.02374 -16092.62290 -18135.40766 eV.